This record from the OMol25 dataset describes a 3-piece molecular cluster, C7H8N2O2 overall. The level of theory is the ωB97M-V functional and the def2-TZVPD basis.

Geometry (Å):
C1 -1.133 -0.694 -0.771
C2 -0.666 0.393 -1.642
C3 0.571 1.026 -1.205
C4 1.346 0.688 -0.098
C5 0.774 -0.242 0.982
C6 -0.533 -0.931 0.557
C7 2.455 1.695 0.105
H1 -2.995 -1.517 0.291
H2 -3.595 -0.520 -1.413
H3 -1.165 0.460 -2.710
H4 1.076 1.777 -1.852
H5 1.223 -0.555 1.884
H6 -1.091 -1.399 2.138
H7 -2.316 -1.810 1.346
H8 3.508 0.632 1.265
N1 -2.589 -1.344 -0.796
N2 -0.902 -2.030 1.186
O1 3.485 1.605 1.158
O2 2.545 2.766 -0.427

As for the LUMO energy: -0.8 eV. As for the max |F|: 9.653 eV Å⁻¹. The value obtained for the total energy is -531.24373 hartree. For the gap between HOMO and LUMO, the calculation gives 8.111 eV. As for the charge: 0. As for the energy relative to the best compared isomer or geometry (same formula, charge and spin): 827.9 kJ/mol.

Which charges does Mulliken predict for the atoms? In e, they are:
1. C 0.674
2. C -0.605
3. C -0.383
4. C 0.228
5. C -0.600
6. C 0.135
7. C 0.568
8. H 0.089
9. H 0.288
10. H 0.275
11. H 0.324
12. H 0.359
13. H 0.322
14. H 0.266
15. H 0.299
16. N -0.643
17. N -0.628
18. O -0.480
19. O -0.489

=====

This record from the OMol25 dataset describes an isolated molecule of C7H8N2O2. The level of theory is the ωB97M-V functional and the def2-TZVPD basis.

Geometry (Å):
N1 -3.129 -0.236 0.080
C1 -1.790 -0.286 0.030
C2 -1.105 -1.521 0.166
C3 0.233 -1.599 0.138
C4 1.064 -0.442 0.035
C5 2.546 -0.594 -0.061
O1 3.174 -1.609 -0.405
O2 3.329 0.449 0.478
C6 0.405 0.751 -0.023
N2 1.074 1.951 -0.083
C7 -1.008 0.882 -0.057
H1 -3.720 -0.975 -0.421
H2 -3.571 0.703 0.003
H3 -1.737 -2.425 0.280
H4 0.689 -2.588 0.244
H5 2.736 1.100 0.936
H6 0.369 2.767 -0.441
H7 1.907 1.820 -0.791
H8 -1.466 1.851 -0.110

As for the LUMO energy: 0.6 eV. As for the max |F|: 4.534 eV Å⁻¹. The value obtained for the total energy is -531.53618 hartree. For the gap between HOMO and LUMO, the calculation gives 9.039 eV. The structure (SMILES) is Nc1ccc(C(=O)O)c(N)c1. As for the charge: 0. As for the energy relative to the best compared isomer or geometry (same formula, charge and spin): 60.1 kJ/mol.

Which charges does Mulliken predict for the atoms? In e, they are:
1. N -0.537
2. C 0.630
3. C -0.660
4. C -0.756
5. C -0.284
6. C 0.518
7. O -0.586
8. O -0.537
9. C 1.672
10. N -0.814
11. C -0.914
12. H 0.247
13. H 0.213
14. H 0.311
15. H 0.390
16. H 0.396
17. H 0.261
18. H 0.313
19. H 0.137